Record 1
Here is a structure of composition C19H25ClN5O4PtSSi in a non-equilibrium geometry from OMol25. Energies are from wB97M-V/def2-TZVPD.

Geometry as XYZ:
```
57
Properties=species:S:1:pos:R:3:mulliken_charge:R:1
Pt -0.44071 0.55270 1.11703 2.223
O -1.94311 2.68420 4.00223 -0.666
Cl -1.69432 2.99693 2.63437 1.702
O -2.29080 4.25439 2.30966 -0.684
O -2.29080 1.96255 1.77707 -0.758
O -0.27332 3.05697 2.38690 -0.625
C -1.56352 -5.20159 3.92418 -1.210
C -1.35352 -4.01384 3.03004 1.000
C -1.48276 -4.11824 1.64444 -1.140
C -1.35451 -2.94220 0.92059 -0.059
N -1.06383 -1.79395 1.50358 -0.058
C -0.85744 -1.78927 2.83724 0.259
S -0.33191 -0.30279 3.48292 -0.492
N -1.03415 -2.86943 3.61339 -0.638
H -1.79305 -6.08628 3.33306 0.321
H -2.38180 -5.00162 4.61577 0.290
H -0.66835 -5.37809 4.52000 0.296
H -1.69836 -5.05987 1.15947 0.306
H -1.50204 -2.91952 -0.15440 0.494
C 1.82555 2.64548 -0.36524 -0.768
Si 0.13933 2.68748 -1.23929 0.350
C 0.62381 3.14692 -3.03699 -1.474
C -0.89595 4.17723 -0.67735 -1.179
N -0.65139 1.18356 -0.97023 -0.649
C -1.40332 0.40571 -1.79918 0.405
C -2.25447 -0.59290 -1.27168 -0.704
C -2.93397 -1.48351 -2.08029 -0.721
C -2.84852 -1.39621 -3.46551 -0.573
C -2.07045 -0.38355 -4.00962 -0.699
C -1.37227 0.50237 -3.20940 -0.399
H 2.33214 3.60836 -0.46532 0.451
H 2.48724 1.87854 -0.77008 0.065
H 1.67588 2.46252 0.69744 0.197
H 1.31156 3.99434 -3.00830 0.375
H -0.25174 3.45367 -3.61197 0.356
H 1.12200 2.33798 -3.57435 0.328
H -1.00021 4.93679 -1.45469 0.454
H -0.43990 4.63991 0.19685 0.338
H -1.89504 3.86443 -0.37492 0.315
H -2.37852 -0.61746 -0.19726 0.927
H -3.54641 -2.25358 -1.62297 0.411
H -3.40421 -2.07244 -4.10285 0.354
H -1.99807 -0.28266 -5.08732 0.380
H -0.78547 1.28119 -3.67327 0.156
N 5.36069 -0.38524 -0.74595 -0.515
C 4.08967 -0.45224 -0.22984 1.054
C 3.00880 -0.90600 -0.99160 -0.799
C 1.74431 -0.88118 -0.44926 -0.407
N 1.48471 -0.44358 0.78697 -0.087
C 2.51641 -0.02301 1.52771 -0.592
C 3.81426 -0.01362 1.06904 -0.683
H 5.55848 -0.91239 -1.57741 0.212
H 6.11408 -0.28609 -0.08915 0.210
H 3.15942 -1.27579 -1.99766 0.361
H 0.88909 -1.22448 -1.01814 0.288
H 2.27300 0.31577 2.52623 0.383
H 4.61775 0.33263 1.70533 0.322
```

Results
- DFT total energy: -2580.8180 Ha
- Maximum force: 1.6 eV/Å
- Energy above the lowest of the compared OMol25 structures with the same formula, charge and spin: 200.2 kJ/mol
- Orbital gap: 6.51 eV
- Charge: -1

=====

Record 2
Here is a structure of composition C60H49Cl3N5O3PSiTc in a non-equilibrium geometry from OMol25. Energies are from wB97M-V/def2-TZVPD.

Geometry as XYZ:
```
123
Properties=species:S:1:pos:R:3:mulliken_charge:R:1
Tc -0.31923 1.96849 0.64398 -1.154
Cl -0.08791 4.26975 1.31991 -0.041
C -0.95297 4.34902 2.89150 1.692
C -1.55875 5.54393 3.19960 -0.712
C -2.19311 5.61998 4.43490 -0.786
C -2.19030 4.52822 5.29164 -0.764
C -1.56092 3.34219 4.93144 -0.867
C -0.92245 3.22629 3.70039 -0.539
P -0.03209 1.71821 3.13351 1.643
C -0.78872 0.42726 4.14383 1.414
C -0.14515 -0.16417 5.22549 -1.207
C -0.83426 -1.06903 6.02317 -0.805
C -2.15250 -1.39201 5.74589 -0.818
C -2.80241 -0.79576 4.67185 -0.475
C -2.12225 0.11116 3.87817 -0.453
C 1.66573 2.02655 3.69843 1.511
C 2.08806 3.32927 3.96241 -1.077
C 3.38564 3.57185 4.38351 -0.960
C 4.27328 2.51940 4.55500 -0.955
C 3.85753 1.21949 4.30662 -1.122
C 2.56706 0.97113 3.86943 -0.290
H -1.54883 6.37914 2.51385 0.537
H -2.69140 6.53676 4.71728 0.439
H -2.68347 4.59822 6.25103 0.458
H -1.57340 2.49684 5.60703 0.539
H 0.87102 0.09504 5.47944 0.662
H -0.33086 -1.52123 6.86648 0.487
H -2.67868 -2.10000 6.37155 0.426
H -3.83901 -1.02570 4.46465 0.477
H -2.64243 0.60678 3.07382 -0.104
H 1.41032 4.17187 3.89156 0.403
H 3.69450 4.58720 4.59089 0.480
H 5.28605 2.71166 4.88246 0.446
H 4.53734 0.38819 4.43497 0.612
H 2.27938 -0.04636 3.65168 0.493
C 0.30004 -4.46835 -11.41263 -0.846
O -0.07224 -5.05504 -10.16790 -0.452
C -0.07862 -4.27198 -9.07445 0.917
C -0.41308 -4.90586 -7.87282 -0.782
C -0.45738 -4.18390 -6.70427 -0.443
C -0.16893 -2.81598 -6.69621 0.278
C 0.16529 -2.19545 -7.89383 -0.815
C 0.21400 -2.90788 -9.07970 -0.495
C -0.21326 -2.01217 -5.48096 0.204
N 0.15899 -0.74994 -5.39033 -0.860
C -0.06406 -0.40931 -4.09352 0.863
C -0.57603 -1.46276 -3.36827 -0.542
N -0.66046 -2.49174 -4.27432 -0.032
C -0.86668 -1.37984 -1.97578 0.779
C -1.34248 -2.41906 -1.15636 -1.009
C -1.55642 -2.19171 0.17688 -1.413
C -1.29762 -0.93064 0.71201 -0.791
N -0.86337 0.06752 -0.04269 1.694
C -0.63851 -0.13329 -1.37156 0.113
C -0.13107 0.98052 -2.12275 -0.646
N 0.05780 2.15210 -1.45423 0.642
C 0.62880 3.17026 -2.07821 -0.676
C 0.99147 3.10854 -3.42447 -1.518
C 0.75735 1.95644 -4.12966 -0.426
C 0.18912 0.85372 -3.47330 0.420
H 0.27151 -5.27292 -12.14008 0.243
H 1.30912 -4.05688 -11.36275 0.353
H -0.40817 -3.69002 -11.70101 0.350
H -0.62508 -5.96551 -7.89051 0.437
H -0.69615 -4.71460 -5.78906 0.243
H 0.38921 -1.13771 -7.89159 0.445
H 0.47553 -2.39985 -9.99367 0.423
H -1.03583 -3.41297 -4.11845 0.217
H -1.52519 -3.40185 -1.57119 0.565
H -1.89721 -2.97745 0.83613 0.996
H -1.40989 -0.74478 1.76958 -0.183
H 0.80545 4.07011 -1.50498 0.810
H 1.44732 3.97147 -3.88707 0.523
H 1.01227 1.86867 -5.17747 0.637
C -3.45327 1.20608 -1.22219 -1.388
Si -2.73141 2.48917 -0.07901 1.548
C -3.72991 2.46989 1.49794 -1.099
C -2.96284 4.13168 -0.94423 1.440
C -4.29108 4.39701 -1.31071 -0.799
C -4.64109 5.55748 -1.98294 -0.827
C -3.66690 6.48736 -2.31507 -0.491
C -2.34709 6.25003 -1.96520 -0.966
C -2.00598 5.08817 -1.28502 0.122
H -4.48725 1.49687 -1.41838 0.657
H -3.47453 0.20513 -0.79064 0.325
H -2.94730 1.17180 -2.18729 0.282
H -4.67053 2.97318 1.25460 0.574
H -3.28670 2.99413 2.34324 0.200
H -3.97330 1.44931 1.78855 0.390
H -5.07934 3.69507 -1.06319 0.240
H -5.67476 5.73485 -2.24739 0.433
H -3.93674 7.39170 -2.84299 0.419
H -1.58184 6.97220 -2.21776 0.441
H -0.96549 4.94621 -1.02622 -0.066
Cl -0.79579 -3.31050 2.70729 -0.149
C 0.34626 -4.61535 2.44011 0.625
C -0.10053 -5.91319 2.58413 -0.605
C 0.78505 -6.96282 2.38218 -0.637
C 2.08258 -6.68068 1.98914 -0.555
C 2.49858 -5.36960 1.81531 0.706
Cl 4.08181 -5.10008 1.15734 -0.170
C 1.66477 -4.29237 2.09491 -0.617
N 2.05480 -2.97496 1.99199 1.043
C 3.31617 -2.43770 2.30087 -0.388
C 4.09546 -2.95142 3.33001 -0.134
C 5.33442 -2.39830 3.61564 -0.602
C 5.79359 -1.30356 2.89271 -1.194
C 4.99838 -0.77979 1.88356 -0.098
C 3.76682 -1.34353 1.57192 0.320
C 2.94438 -0.82209 0.42523 -1.768
C 1.76363 -0.01348 0.87781 1.239
O 1.63666 1.18811 0.40881 -0.974
O 0.91109 -0.49239 1.62680 1.026
H -1.12844 -6.09155 2.86534 0.467
H 0.46414 -7.98516 2.51806 0.409
H 2.78658 -7.47464 1.78365 0.453
H 1.30604 -2.29743 1.88322 -0.642
H 3.72776 -3.79597 3.90156 0.602
H 5.93813 -2.82417 4.40571 0.456
H 6.76373 -0.87441 3.10055 0.430
H 5.34764 0.06722 1.30446 0.449
H 2.53092 -1.67143 -0.12812 0.250
H 3.55239 -0.22567 -0.25218 0.810
```

Results
- DFT total energy: -4907.1828 Ha
- Maximum force: 1.4 eV/Å
- Orbital gap (spin up / spin down): 6.05 / 4.49 eV
- Multiplicity: 4
- Charge: +2

=====

Q: Among the records above, which one has the highest charge?
A: C60H49Cl3N5O3PSiTc

=====

What did the first record say?
Here is a structure of composition C19H25ClN5O4PtSSi in a non-equilibrium geometry from OMol25. Energies are from wB97M-V/def2-TZVPD.

Geometry as XYZ:
```
57
Properties=species:S:1:pos:R:3:mulliken_charge:R:1
Pt -0.44071 0.55270 1.11703 2.223
O -1.94311 2.68420 4.00223 -0.666
Cl -1.69432 2.99693 2.63437 1.702
O -2.29080 4.25439 2.30966 -0.684
O -2.29080 1.96255 1.77707 -0.758
O -0.27332 3.05697 2.38690 -0.625
C -1.56352 -5.20159 3.92418 -1.210
C -1.35352 -4.01384 3.03004 1.000
C -1.48276 -4.11824 1.64444 -1.140
C -1.35451 -2.94220 0.92059 -0.059
N -1.06383 -1.79395 1.50358 -0.058
C -0.85744 -1.78927 2.83724 0.259
S -0.33191 -0.30279 3.48292 -0.492
N -1.03415 -2.86943 3.61339 -0.638
H -1.79305 -6.08628 3.33306 0.321
H -2.38180 -5.00162 4.61577 0.290
H -0.66835 -5.37809 4.52000 0.296
H -1.69836 -5.05987 1.15947 0.306
H -1.50204 -2.91952 -0.15440 0.494
C 1.82555 2.64548 -0.36524 -0.768
Si 0.13933 2.68748 -1.23929 0.350
C 0.62381 3.14692 -3.03699 -1.474
C -0.89595 4.17723 -0.67735 -1.179
N -0.65139 1.18356 -0.97023 -0.649
C -1.40332 0.40571 -1.79918 0.405
C -2.25447 -0.59290 -1.27168 -0.704
C -2.93397 -1.48351 -2.08029 -0.721
C -2.84852 -1.39621 -3.46551 -0.573
C -2.07045 -0.38355 -4.00962 -0.699
C -1.37227 0.50237 -3.20940 -0.399
H 2.33214 3.60836 -0.46532 0.451
H 2.48724 1.87854 -0.77008 0.065
H 1.67588 2.46252 0.69744 0.197
H 1.31156 3.99434 -3.00830 0.375
H -0.25174 3.45367 -3.61197 0.356
H 1.12200 2.33798 -3.57435 0.328
H -1.00021 4.93679 -1.45469 0.454
H -0.43990 4.63991 0.19685 0.338
H -1.89504 3.86443 -0.37492 0.315
H -2.37852 -0.61746 -0.19726 0.927
H -3.54641 -2.25358 -1.62297 0.411
H -3.40421 -2.07244 -4.10285 0.354
H -1.99807 -0.28266 -5.08732 0.380
H -0.78547 1.28119 -3.67327 0.156
N 5.36069 -0.38524 -0.74595 -0.515
C 4.08967 -0.45224 -0.22984 1.054
C 3.00880 -0.90600 -0.99160 -0.799
C 1.74431 -0.88118 -0.44926 -0.407
N 1.48471 -0.44358 0.78697 -0.087
C 2.51641 -0.02301 1.52771 -0.592
C 3.81426 -0.01362 1.06904 -0.683
H 5.55848 -0.91239 -1.57741 0.212
H 6.11408 -0.28609 -0.08915 0.210
H 3.15942 -1.27579 -1.99766 0.361
H 0.88909 -1.22448 -1.01814 0.288
H 2.27300 0.31577 2.52623 0.383
H 4.61775 0.33263 1.70533 0.322
```

Results
- DFT total energy: -2580.8180 Ha
- Maximum force: 1.6 eV/Å
- Energy above the lowest of the compared OMol25 structures with the same formula, charge and spin: 200.2 kJ/mol
- Orbital gap: 6.51 eV
- Charge: -1

=====

Q: Among the records above, which one has the highest maximum force?
A: C19H25ClN5O4PtSSi